# 1
The following is a quantum chemistry calculation of a cluster of 2 separate species, C4H5BrS in total in a non-equilibrium geometry, from the OMol25 dataset.

Results
HOMO level = -8.18 eV
electronic energy = -85100.6597 eV

Atoms and positions in Å:
C 0.9549 1.1473 0.3386
C 2.0251 1.6558 0.2828
C -1.3133 -0.9231 0.5336
C -1.3817 0.4976 0.8308
S 3.5280 2.4323 -0.0846
Br -2.4392 1.4984 -0.2905
H -0.7519 -1.6143 1.2353
H -1.0707 -1.1744 -0.4418
H -2.3702 -1.3358 0.5729
H -1.3288 0.9288 1.7668
H 3.8535 2.7183 1.3080

***

# 2
The following is a quantum chemistry calculation of an isolated molecule of C3H5NOS2 in a non-equilibrium geometry, from the OMol25 dataset.

Results
SMILES = O/N=C(\C=S)CS
HOMO level = -8.72 eV
electronic energy = -28397.2239 eV

Atoms and positions in Å:
O 2.5199 -0.9711 -0.3351
N 1.2963 -1.3086 0.1213
C 0.5505 -0.2936 0.3614
C 0.8908 1.0151 -0.0251
S -0.1622 2.2156 -0.0225
C -0.7238 -0.8253 0.8729
S -2.0504 -0.8993 -0.3504
H 3.0504 -1.7400 -0.4657
H 1.9171 1.2109 -0.4554
H -0.6213 -1.7675 1.3248
H -1.2003 -0.0879 1.5543
H -1.2818 -1.1248 -1.4165

***

# 3
The following is a quantum chemistry calculation of a structure of composition C12H13F6N5O16RbS6 in a non-equilibrium geometry, from the OMol25 dataset.

Results
total charge = -3
HOMO level = 0.84 eV
electronic energy = -134828.5169 eV

Atoms and positions in Å:
Rb -13.1994 -3.6273 -3.1239
C -5.2594 -2.8141 -6.4688
C -5.7094 -3.9016 -5.6242
C -7.2999 -4.0840 -5.4960
O -7.7356 -4.8324 -4.6256
C -8.1646 -3.2604 -6.3233
C -7.6679 -2.2245 -7.0503
C -6.1866 -1.9907 -7.1522
O -5.6216 -1.2040 -7.9957
O -8.5148 -1.4386 -7.6514
O -5.0137 -4.6646 -4.9672
H -4.1986 -2.8239 -6.6714
H -9.2143 -3.5118 -6.3577
C -18.4100 0.1418 -4.7966
C -19.5289 1.0501 -4.2925
N -20.8475 0.3558 -4.4124
C -21.5820 -0.2782 -3.4568
C -22.6791 -0.9257 -3.9341
N -22.6585 -0.6800 -5.3363
C -21.5364 0.1161 -5.6055
C -23.7335 -1.0676 -6.2620
H -18.3686 -0.7741 -4.2072
H -17.4100 0.5736 -4.7562
H -18.4334 -0.1375 -5.8500
H -19.5802 2.0090 -4.8080
H -19.2911 1.2864 -3.2553
H -21.1364 -0.4275 -2.4844
H -23.4579 -1.5078 -3.4639
H -21.1464 0.4433 -6.5579
H -24.1400 -2.0643 -6.0900
H -23.3201 -0.9260 -7.2606
H -24.5450 -0.3399 -6.2673
N -9.7318 -8.2737 2.4879
S -10.6230 -9.4932 2.5607
O -11.8690 -9.6730 1.7559
O -10.6589 -10.0133 3.9371
F -9.6228 -10.4938 1.8026
S -10.9918 -7.1791 2.5697
O -11.8963 -7.2400 3.7151
O -11.5532 -6.7317 1.3115
F -10.0887 -5.8994 2.8826
N -14.0966 0.0617 0.2141
S -15.1036 0.0738 1.4138
O -16.5059 0.3647 1.0938
O -14.6421 0.4364 2.7481
F -15.1498 -1.5797 1.5383
S -13.8884 1.6806 0.4145
O -12.7243 1.9693 1.2935
O -14.9744 2.6256 0.2230
F -13.2095 1.8144 -1.0182
N -16.8049 -5.5539 -6.1150
S -16.3529 -6.5883 -7.3796
O -16.8268 -6.4111 -8.7375
O -16.0491 -7.9610 -6.9842
F -14.7950 -6.0016 -7.5590
S -18.2921 -5.7251 -6.3570
O -18.8480 -7.0198 -5.9272
O -18.9219 -5.0018 -7.4941
F -18.7631 -4.7274 -5.1443

***

# 4
The following is a quantum chemistry calculation of a cluster of 16 separate species, C45H120N4O26 in total in a non-equilibrium geometry, from the OMol25 dataset.

Results
HOMO level = -8.56 eV
electronic energy = -107792.1951 eV

Atoms and positions in Å:
C 6.5457 2.2091 -8.7760
C 7.0717 1.3141 -9.9923
O 8.0025 2.0604 -10.7371
C 7.6101 3.0852 -11.5578
O 6.4603 3.5421 -11.7021
O 8.7171 3.5237 -12.2129
C 10.0396 3.1099 -11.8680
H 7.3099 2.4567 -8.0392
H 5.7808 1.6776 -8.2100
H 6.0421 3.1142 -9.1154
H 6.2173 0.9816 -10.5819
H 7.5797 0.4460 -9.5723
H 10.1261 2.0251 -11.9297
H 10.1398 3.4220 -10.8285
H 10.7865 3.5903 -12.5000
C 15.8464 -6.8958 2.5065
C 16.2984 -6.2867 1.1764
O 15.1290 -5.8306 0.3857
C 14.3431 -4.7992 0.7342
O 14.5154 -4.0294 1.6898
O 13.2527 -4.7653 -0.0735
C 12.4538 -3.6335 -0.1453
H 16.6991 -7.1086 3.1513
H 15.3938 -7.8563 2.2599
H 15.1955 -6.2505 3.0965
H 16.8901 -7.0004 0.6031
H 16.9338 -5.4132 1.3224
H 13.0258 -2.7395 -0.3938
H 11.9602 -3.4031 0.7989
H 11.6734 -3.7269 -0.9005
C -16.1554 -3.5529 3.0816
C -15.2505 -2.3386 2.7902
O -14.3350 -2.7214 1.7691
C -13.4987 -1.8054 1.3191
O -13.3503 -0.6139 1.6466
O -12.7200 -2.4374 0.4257
C -11.8184 -1.6763 -0.3571
H -15.6951 -4.5390 3.1435
H -16.9549 -3.6277 2.3444
H -16.6076 -3.4941 4.0716
H -14.7152 -2.1679 3.7243
H -15.8446 -1.4611 2.5352
H -12.3289 -0.9782 -1.0205
H -11.2223 -2.2990 -1.0241
H -11.0924 -1.1895 0.2941
C -1.5215 10.9057 -0.1525
O -0.9440 10.4346 1.0744
C 0.4278 10.1721 0.8695
C 0.8353 9.1100 1.8466
N 2.2369 8.6990 1.5887
C 2.6484 7.6735 2.4908
C 3.9422 6.9834 1.9917
O 4.9503 7.9643 1.8430
C 6.2386 7.3311 1.8127
H -2.5847 11.0991 -0.0103
H -1.5624 10.0725 -0.8540
H -1.0755 11.7655 -0.6525
H 0.8394 11.1682 1.0323
H 0.7438 9.8195 -0.1123
H 0.2344 8.2572 1.5310
H 0.6726 9.4122 2.8812
H 2.2487 8.2912 0.6648
H 1.9755 6.8431 2.7048
H 2.8871 8.1589 3.4371
H 3.6586 6.4918 1.0611
H 4.1707 6.2086 2.7235
H 7.0226 8.0848 1.8863
H 6.3303 6.8585 0.8348
H 6.4855 6.6268 2.6071
C 2.7519 -0.3152 -0.7442
O 1.5328 -0.3078 0.0052
C 0.4560 0.3330 -0.7418
C -0.8439 0.4469 -0.0270
N -1.4202 -0.8902 0.1007
C -2.6278 -0.9245 0.8960
C -2.3789 -1.0005 2.4337
O -1.6815 -2.1899 2.6644
C -1.7614 -2.7032 3.9450
H 2.7459 -1.0712 -1.5293
H 3.5060 -0.7754 -0.1057
H 3.1899 0.6500 -0.9984
H 0.2564 -0.1908 -1.6766
H 0.7878 1.3636 -0.8676
H -1.5230 1.1822 -0.4584
H -0.6098 0.8117 0.9731
H -0.7376 -1.5184 0.5001
H -3.1566 -1.8293 0.5964
H -3.2418 -0.0507 0.6777
H -3.3027 -1.0058 3.0121
H -1.7281 -0.1680 2.7009
H -1.4411 -1.9221 4.6345
H -1.1157 -3.5801 3.9920
H -2.8161 -2.8401 4.1836
C 7.3133 -6.5092 -5.9322
O 5.9892 -6.3575 -6.3750
C 5.9450 -5.6283 -7.6432
C 4.5374 -5.4022 -8.0389
N 3.9605 -4.5254 -7.0483
C 2.5330 -4.4179 -7.2727
C 2.2136 -3.6144 -8.5094
O 0.7494 -3.6574 -8.7241
C 0.3437 -2.9455 -9.8249
H 7.8199 -7.1523 -6.6518
H 7.3212 -7.0680 -4.9964
H 7.8965 -5.6111 -5.7289
H 6.3083 -6.2145 -8.4873
H 6.4583 -4.6715 -7.5478
H 3.9924 -6.3320 -8.2023
H 4.6737 -4.9174 -9.0056
H 4.1659 -5.0150 -6.1891
H 2.0871 -3.9192 -6.4122
H 1.9727 -5.3529 -7.2672
H 2.7798 -3.9464 -9.3797
H 2.5303 -2.5880 -8.3241
H 0.4011 -1.8624 -9.7168
H -0.7241 -3.1072 -9.9724
H 0.9025 -3.2834 -10.6977
C -5.8070 4.4095 2.7320
O -6.1439 3.6030 3.8520
C -7.5441 3.4967 4.0894
C -7.8391 2.5546 5.2929
N -6.9874 2.8350 6.4562
C -7.3546 2.0270 7.6074
C -6.1965 2.0772 8.6372
O -4.9815 1.6461 8.0357
C -3.8867 1.4732 9.0028
H -4.7219 4.3898 2.6304
H -6.0808 5.4629 2.7905
H -6.3122 4.1865 1.7922
H -8.0316 3.2462 3.1472
H -7.9210 4.4836 4.3578
H -7.7707 1.5384 4.9046
H -8.9034 2.7080 5.4715
H -6.0074 2.6794 6.2678
H -7.4483 0.9909 7.2820
H -8.2829 2.4139 8.0278
H -6.5452 1.5211 9.5074
H -6.0953 3.1059 8.9832
H -4.1885 0.8196 9.8212
H -3.5558 2.4677 9.3019
H -3.0349 0.9617 8.5546
C -10.0661 -5.7723 5.6094
O -10.1974 -4.9951 6.7410
H -9.0909 -5.5911 5.1574
H -10.0958 -6.8390 5.8319
H -10.9079 -5.6598 4.9261
H -9.6921 -5.4385 7.4263
C 4.7434 7.3983 -4.0014
O 3.5343 6.8801 -3.5260
H 5.0884 8.3099 -3.5135
H 5.4995 6.6157 -3.9384
H 4.5851 7.5479 -5.0694
H 3.1793 6.2394 -4.1466
C 3.6851 -4.4942 3.4132
O 4.3763 -5.7113 3.3581
H 4.0650 -3.8726 4.2240
H 3.7664 -4.0098 2.4401
H 2.6193 -4.6727 3.5549
H 4.3792 -6.2154 4.1751
C -0.7131 -6.5827 0.0889
O -2.0472 -6.3838 0.5696
H -0.1791 -7.1201 0.8726
H -0.7739 -7.2115 -0.7994
H -0.2319 -5.6363 -0.1576
H -2.0791 -5.7207 1.2631
C -6.3786 -5.6050 10.7958
O -7.3720 -6.5762 10.7019
H -6.6896 -4.6071 10.4866
H -6.1308 -5.4935 11.8514
H -5.5671 -5.7756 10.0884
H -7.1487 -7.4023 11.1369
C 2.0597 1.1458 5.4511
O 1.6590 2.2147 6.2792
H 2.0508 1.5189 4.4269
H 3.0428 0.7728 5.7385
H 1.4728 0.2288 5.5027
H 0.7474 2.4133 6.0532
C -1.6452 2.9463 -6.5281
O -0.3715 3.5788 -6.4929
H -1.5731 1.9262 -6.9053
H -2.0089 2.9268 -5.5007
H -2.2947 3.4492 -7.2445
H -0.0808 3.6226 -7.4068
C -3.3354 6.5355 6.0528
O -2.9646 5.3949 5.3001
H -2.4579 7.0245 6.4759
H -3.8796 7.2066 5.3884
H -4.0351 6.2363 6.8332
H -3.6560 5.2799 4.6442
C -4.6062 -5.2903 -4.8075
O -6.0064 -5.5768 -4.7641
H -4.1032 -5.8938 -4.0519
H -4.1675 -5.3643 -5.8025
H -4.4081 -4.2676 -4.4868
H -6.2801 -6.4850 -4.9119

***

no.,E_LUMO (eV)
1,-1.2
2,-1.2
3,1.8
4,0.2